Entry 1:
Density functional theory data (ωB97M-V/def2-TZVPD) for 2 unconnected molecules or ions with the total composition C4H7O3 in a non-equilibrium geometry.

Properties
HOMO energy: -4.40 eV
total energy: -10399.527 eV

```
! wB97M-V def2-TZVPD RIJCOSX def2/J DEFGRID3
* xyz -1 1
C -1.606 -0.819 -0.339
O -2.797 -0.182 -0.941
C 0.057 -0.846 -0.120
C -0.682 0.276 0.325
C 2.207 1.179 0.313
O 2.968 0.561 -0.472
O 1.849 0.930 1.474
H -1.709 -0.931 -1.473
H -1.915 -1.556 0.391
H 0.254 -1.674 0.556
H 0.978 -0.643 -0.676
H -0.841 0.436 1.380
H -0.517 1.200 -0.214
H 1.754 2.068 -0.206
*
```

Here are the Mulliken charges for atoms 1 to 8, given in e:
1 C -0.28
2 O -0.68
3 C -0.33
4 C -0.30
5 C 0.05
6 O -0.68
7 O -0.61
8 H 0.30

Entry 2:
Density functional theory data (ωB97M-V/def2-TZVPD) for 2 unconnected molecules or ions with the total composition C6H12N in a non-equilibrium geometry.

Properties
HOMO energy: -13.24 eV
total energy: -7897.820 eV

```
! wB97M-V def2-TZVPD RIJCOSX def2/J DEFGRID3
* xyz 1 1
C -1.838 -1.005 0.446
C -2.636 -1.467 1.396
N -0.426 -0.680 0.677
H -2.120 -0.839 -0.590
H -3.623 -1.745 1.064
H -2.347 -1.668 2.421
H -0.262 0.320 0.512
H -0.147 -0.895 1.613
H 0.205 -1.103 -0.043
C 2.055 -0.600 -1.539
C 2.050 0.513 -0.742
C 0.926 1.472 -0.832
C 0.475 2.338 0.107
H 1.390 -0.644 -2.403
H 2.649 -1.489 -1.386
H 2.735 0.695 0.088
H 0.304 1.366 -1.733
H -0.322 3.033 -0.143
H 0.932 2.396 1.086
*
```

Here are the Mulliken charges for atoms 1 to 8, given in e:
1 C 0.11
2 C -0.72
3 N -0.08
4 H 0.35
5 H 0.25
6 H 0.26
7 H 0.09
8 H 0.35

Entry 3:
Density functional theory data (ωB97M-V/def2-TZVPD) for a single C3H3ClF2 molecule in a non-equilibrium geometry.

Properties
HOMO energy: -9.92 eV
total energy: -21114.506 eV

```
! wB97M-V def2-TZVPD RIJCOSX def2/J DEFGRID3
* xyz 0 1
C 0.150 1.215 0.648
C 0.027 -0.138 0.112
C -1.113 -0.855 -0.189
H -0.782 1.606 1.371
H 1.117 1.347 1.367
H -1.185 -1.921 -0.718
F 0.393 2.012 -0.614
F -2.475 -0.391 0.031
Cl 1.482 -0.997 -0.012
*
```

Here are the Mulliken charges for atoms 1 to 8, given in e:
1 C -0.25
2 C 0.43
3 C -0.23
4 H 0.24
5 H 0.24
6 H 0.28
7 F -0.29
8 F -0.25

Entry 4:
Density functional theory data (ωB97M-V/def2-TZVPD) for a molecular structure, C27H30F21N10O21S7Zn2 in a non-equilibrium geometry.

Properties
HOMO energy: -2.51 eV
total energy: -316135.321 eV

```
! wB97M-V def2-TZVPD RIJCOSX def2/J DEFGRID3
* xyz -3 1
Zn -12.862 19.288 -7.625
Zn -16.314 22.178 -9.840
C -12.114 21.800 -11.321
F -12.425 22.345 -12.539
F -10.880 21.275 -11.425
F -12.130 22.780 -10.419
S -13.473 20.555 -10.693
O -12.946 20.164 -9.372
O -14.778 21.226 -10.608
O -13.472 19.464 -11.676
C -16.158 16.063 -9.040
F -15.332 15.252 -9.723
F -16.764 16.913 -9.935
F -17.122 15.235 -8.435
S -15.219 17.010 -7.599
O -14.356 18.023 -8.243
O -16.403 17.571 -6.911
O -14.540 16.067 -6.761
C -9.528 16.567 -6.889
F -8.884 15.416 -6.870
F -9.766 16.986 -5.666
F -8.832 17.454 -7.648
S -11.167 16.267 -7.810
O -10.844 15.560 -9.043
O -12.021 15.527 -6.852
O -11.709 17.664 -7.954
C -18.892 25.229 -7.440
F -18.277 24.750 -6.404
F -20.116 25.802 -7.127
F -18.227 26.196 -8.088
S -19.158 23.612 -8.615
O -17.827 23.369 -9.136
O -19.687 22.476 -7.882
O -20.007 23.982 -9.794
C -17.358 22.269 -14.299
F -16.187 22.527 -14.753
F -18.296 22.705 -15.134
F -17.564 20.965 -14.098
S -17.659 23.238 -12.621
O -16.900 22.462 -11.612
O -17.090 24.556 -12.795
O -19.061 23.429 -12.263
C -12.289 18.919 -3.339
F -12.464 18.360 -2.059
F -12.505 20.297 -3.241
F -11.100 18.660 -3.626
S -13.456 18.055 -4.561
O -13.023 16.669 -4.525
O -14.854 18.262 -4.172
O -13.124 18.603 -5.864
C -13.597 23.572 -6.583
F -14.350 24.624 -6.836
F -12.429 23.457 -7.301
F -13.290 23.571 -5.273
S -14.733 21.974 -6.773
O -15.402 22.111 -8.024
O -13.834 20.803 -6.910
O -15.601 21.863 -5.608
C -9.971 21.982 -1.597
C -10.005 23.210 -2.450
N -10.052 24.126 -3.154
H -10.968 21.543 -1.651
H -9.692 22.386 -0.624
H -9.253 21.291 -2.038
C -18.937 18.572 -8.359
C -18.126 19.581 -8.944
N -17.353 20.339 -9.367
H -19.891 18.690 -8.872
H -19.016 18.673 -7.277
H -18.555 17.561 -8.499
C -17.110 16.503 -3.748
C -16.062 15.505 -4.041
N -15.242 14.721 -4.346
H -17.076 16.931 -2.746
H -18.014 15.893 -3.752
H -17.154 17.313 -4.476
C -12.158 26.454 -3.114
C -12.800 27.729 -2.920
N -13.367 28.715 -2.761
H -11.369 26.527 -2.366
H -11.695 26.467 -4.100
H -12.921 25.683 -2.999
C -17.231 23.830 -2.773
C -16.302 24.809 -2.048
N -15.660 25.581 -1.497
H -17.579 23.086 -2.057
H -16.627 23.468 -3.606
H -18.101 24.295 -3.236
C -17.972 20.263 -4.718
C -19.042 21.052 -4.184
N -19.924 21.605 -3.706
H -17.999 19.267 -4.274
H -17.132 20.731 -4.205
H -18.114 20.388 -5.791
C -13.410 28.179 -6.971
C -14.392 29.050 -6.359
N -15.179 29.764 -5.887
H -13.265 27.300 -6.343
H -12.485 28.724 -7.161
H -13.773 27.913 -7.964
C -9.121 22.085 -6.937
C -10.099 21.034 -7.090
N -10.970 20.293 -7.226
H -8.595 22.285 -7.870
H -8.452 21.702 -6.166
H -9.518 23.014 -6.528
C -13.658 25.500 -11.810
C -14.367 24.633 -10.852
N -14.959 23.995 -10.079
H -14.436 25.884 -12.471
H -12.989 24.902 -12.430
H -13.179 26.305 -11.253
C -17.247 27.170 -11.483
C -18.600 26.650 -11.664
N -19.648 26.240 -11.751
H -17.249 28.181 -11.076
H -16.539 27.069 -12.306
H -16.928 26.520 -10.667
*
```

Here are the Mulliken charges for atoms 1 to 8, given in e:
1 Zn 1.41
2 Zn 0.76
3 C 0.32
4 F -0.25
5 F -0.22
6 F -0.15
7 S 0.83
8 O -0.59

Entry 5:
Density functional theory data (ωB97M-V/def2-TZVPD) for a single C7H11N5O4 molecule in a non-equilibrium geometry.

Properties
HOMO energy: -7.72 eV
total energy: -23071.325 eV

```
! wB97M-V def2-TZVPD RIJCOSX def2/J DEFGRID3
* xyz 0 1
C -3.401 0.964 -1.014
O -2.539 2.088 -1.273
C -1.248 1.762 -1.135
N -0.381 2.663 -1.668
C 0.899 2.371 -1.497
N 2.036 3.147 -1.719
O 3.061 2.416 -1.164
N 2.565 1.135 -0.628
O 3.371 0.345 -0.147
C 1.256 1.126 -0.901
C 0.294 0.049 -0.577
N -1.004 0.630 -0.475
H -4.395 1.398 -0.964
H -3.317 0.250 -1.840
H -3.120 0.449 -0.090
H 0.345 -0.725 -1.371
O 1.572 -2.039 2.681
C 0.630 -2.771 1.869
C -0.172 -1.864 0.954
N 0.655 -0.638 0.638
H 1.073 -1.291 3.054
H 1.199 -3.491 1.270
H -0.036 -3.346 2.525
H -0.431 -2.332 0.001
H -1.071 -1.481 1.449
H 1.667 -0.849 0.629
H 0.491 0.032 1.397
*
```

Here are the Mulliken charges for atoms 1 to 8, given in e:
1 C -0.62
2 O -0.39
3 C 0.45
4 N -0.66
5 C 0.84
6 N -0.53
7 O -0.22
8 N 0.68

Molar mass (g/mol)
103.10 98.17 112.51 1584.79 229.20